Here is a structure of composition C23H17ClIIrN4OS2 in a non-equilibrium geometry from the Open Molecules 2025 dataset. Energies are from ωB97M-V/def2-TZVPD.

Positions of all 50 atoms, in Å:
Ir: 0.51 -0.80 0.07
C: 0.95 -6.21 1.03
S: 1.84 -5.54 -0.39
C: 1.51 -3.84 -0.26
S: 0.58 -3.19 1.04
N: 2.09 -3.12 -1.17
N: 1.97 -1.81 -1.07
C: 2.84 -1.07 -1.72
C: 3.01 0.26 -1.28
C: 4.02 1.11 -1.76
C: 4.09 2.40 -1.31
C: 3.17 2.84 -0.35
C: 2.25 1.93 0.14
N: 2.15 0.68 -0.32
H: 1.08 -7.28 0.99
H: -0.11 -5.94 0.96
H: 1.37 -5.81 1.95
H: 3.46 -1.53 -2.48
H: 4.73 0.72 -2.48
H: 4.85 3.08 -1.66
H: 3.17 3.86 0.00
H: 1.56 2.22 0.92
Cl: -2.21 5.21 2.77
C: -1.61 3.60 2.53
C: -1.46 2.77 3.62
C: -0.95 1.48 3.46
I: -0.73 0.18 5.08
C: -0.60 0.97 2.20
O: -0.10 -0.21 2.04
C: -0.86 1.81 1.08
N: -0.65 1.25 -0.13
C: -0.86 1.96 -1.22
C: -1.26 3.31 -1.17
C: -1.47 3.90 0.05
C: -1.32 3.14 1.23
H: -1.73 3.12 4.60
H: -0.71 1.46 -2.16
H: -1.37 3.86 -2.09
H: -1.76 4.94 0.12
C: -3.95 -1.41 -1.58
C: -2.88 -1.56 -2.45
C: -1.58 -1.55 -1.96
C: -1.33 -1.40 -0.60
C: -2.41 -1.32 0.27
C: -3.71 -1.32 -0.21
H: -4.96 -1.37 -1.96
H: -3.06 -1.66 -3.51
H: -0.76 -1.67 -2.66
H: -2.25 -1.25 1.34
H: -4.54 -1.23 0.48

Values from the calculation:
- HOMO level: -7.441 eV
- Frontier orbital gap: 6.327 eV
- Energy above the lowest of the compared OMol25 structures with the same formula, charge and spin: 233.7 kJ/mol
- E_tot: -2839.4867 Ha

***

Here is an isolated molecule of C2H3Cl2N in a non-equilibrium geometry from the Open Molecules 2025 dataset. Energies are from ωB97M-V/def2-TZVPD.

Positions of all 8 atoms, in Å:
C: 0.54 0.00 -0.44
C: -0.78 -0.06 0.32
N: 1.53 -0.09 0.40
Cl: -1.76 1.47 -0.05
Cl: -1.71 -1.48 -0.03
H: 0.55 0.15 -1.48
H: -0.85 0.08 1.35
H: 2.49 -0.06 -0.07

Values from the calculation:
- HOMO level: -10.893 eV
- Frontier orbital gap: 11.457 eV
- Structure (SMILES): [H]/N=C/C(Cl)Cl
- Energy above the lowest of the compared OMol25 structures with the same formula, charge and spin: 30.5 kJ/mol
- E_tot: -1053.1114 Ha

***

Here is an isolated molecule of C5H3N in a non-equilibrium geometry from the Open Molecules 2025 dataset. Energies are from ωB97M-V/def2-TZVPD.

Positions of all 9 atoms, in Å:
C: 0.99 -0.78 -0.03
C: 0.10 1.34 0.03
C: 3.41 -0.42 0.07
C: 2.13 0.20 -0.06
C: -0.13 -0.06 0.02
N: 1.42 1.47 -0.04
H: 1.02 -1.81 -0.05
H: -0.47 2.16 0.17
H: -1.16 -0.62 0.07

Values from the calculation:
- HOMO level: -9.900 eV
- Frontier orbital gap: 8.511 eV
- Energy above the lowest of the compared OMol25 structures with the same formula, charge and spin: 318.2 kJ/mol
- E_tot: -246.8608 Ha

***

Here is a cluster of 2 separate species, C5H14 in total in a non-equilibrium geometry from the Open Molecules 2025 dataset. Energies are from ωB97M-V/def2-TZVPD.

Positions of all 19 atoms, in Å:
C: -2.20 1.45 0.91
C: -1.60 2.45 1.90
H: -2.97 1.92 0.29
H: -1.53 1.24 0.05
H: -2.59 0.54 1.28
H: -1.93 2.40 2.89
H: -1.83 3.45 1.52
H: -0.51 2.40 2.03
C: 1.23 -1.20 -0.39
C: 1.59 -2.66 -0.77
C: 1.13 -0.27 -1.66
H: 0.29 -1.10 0.10
H: 1.80 -0.71 0.37
H: 2.63 -2.63 -0.99
H: 0.76 0.65 -1.20
H: 2.04 -0.01 -2.18
H: 1.08 -2.91 -1.69
H: 1.31 -3.22 0.08
H: 0.51 -0.64 -2.46

Values from the calculation:
- HOMO level: -11.049 eV
- Frontier orbital gap: 12.156 eV
- Structure (SMILES): CCC.CC
- Energy above the lowest of the compared OMol25 structures with the same formula, charge and spin: 85.7 kJ/mol
- E_tot: -198.8565 Ha

***

Here is a cluster of 2 separate species, C5H13NO in total in a non-equilibrium geometry from the Open Molecules 2025 dataset. Energies are from ωB97M-V/def2-TZVPD.

Positions of all 20 atoms, in Å:
C: -0.34 0.69 0.63
C: -1.13 0.91 1.88
C: -0.33 1.82 -0.38
O: 0.41 1.71 -1.39
N: -0.90 2.97 -0.10
H: 0.66 0.36 0.93
H: -0.63 -0.21 0.03
H: -2.17 1.21 1.71
H: -0.68 3.77 -0.69
H: -1.64 2.99 0.59
H: -0.74 1.74 2.45
H: -1.08 0.07 2.57
C: 1.84 -2.15 -1.01
C: 0.32 -2.41 -1.06
H: 2.38 -2.90 -0.44
H: 2.13 -2.09 -2.04
H: 2.00 -1.17 -0.52
H: -0.21 -1.46 -1.07
H: 0.16 -3.04 -1.97
H: -0.07 -2.81 -0.11

Values from the calculation:
- HOMO level (alpha / beta): -14.859 / -14.856 eV
- Charge: +1
- Multiplicity: 2
- Frontier orbital gap (alpha / beta): 10.533 / 5.764 eV
- Energy above the lowest of the compared OMol25 structures with the same formula, charge and spin: 169.8 kJ/mol
- E_tot: -327.9506 Ha

***

Here is a structure of composition C25H45ClFeN7O3SeSi in a non-equilibrium geometry from the Open Molecules 2025 dataset. Energies are from ωB97M-V/def2-TZVPD.

Positions of all 84 atoms, in Å:
Fe: 1.20 -0.20 0.09
N: 1.09 -0.23 2.35
C: 1.28 1.14 2.86
C: 2.41 1.27 3.87
C: 2.31 0.47 5.15
C: 3.47 0.82 6.08
N: 4.79 0.54 5.50
C: 5.52 1.36 4.75
N: 5.15 2.62 4.54
N: 6.66 0.93 4.21
C: 1.61 2.12 1.71
O: 2.14 3.18 1.98
O: 1.29 1.71 0.52
H: 0.34 -0.72 2.82
H: 1.93 -0.78 2.46
H: 0.34 1.48 3.29
H: 2.47 2.34 4.09
H: 3.33 1.00 3.33
H: 2.33 -0.61 4.95
H: 1.38 0.68 5.68
H: 3.41 0.25 7.00
H: 3.43 1.87 6.36
H: 5.14 -0.40 5.59
H: 4.21 2.92 4.75
H: 5.63 3.18 3.85
H: 7.00 -0.01 4.37
H: 7.25 1.54 3.68
C: 5.35 0.94 -0.04
Si: 5.19 -0.90 0.10
C: 5.72 -1.45 1.80
C: 6.19 -1.76 -1.18
Se: 3.04 -1.56 -0.15
H: 6.37 1.26 0.23
H: 4.63 1.47 0.59
H: 5.17 1.25 -1.08
H: 6.76 -1.13 2.00
H: 5.68 -2.54 1.87
H: 5.06 -1.03 2.56
H: 7.26 -1.55 -1.03
H: 5.90 -1.41 -2.18
H: 6.03 -2.84 -1.14
C: -5.77 -2.62 -4.28
C: -5.74 -2.42 -2.76
C: -6.92 -1.52 -2.35
C: -5.92 -3.79 -2.10
C: -4.37 -1.78 -2.36
O: -3.29 -2.60 -2.82
C: -4.23 -0.31 -2.84
C: -2.85 0.05 -3.41
C: -2.62 1.54 -3.47
C: -1.50 2.10 -2.87
C: -1.26 3.47 -2.91
C: -2.16 4.29 -3.56
Cl: -1.87 6.00 -3.62
C: -3.29 3.76 -4.16
C: -3.51 2.40 -4.11
C: -4.17 -1.83 -0.84
N: -2.93 -1.15 -0.45
C: -1.68 -1.59 -0.57
N: -0.84 -0.63 -0.23
C: -1.67 0.42 0.09
N: -2.94 0.14 -0.03
H: -6.79 -2.82 -4.61
H: -5.16 -3.48 -4.58
H: -5.42 -1.74 -4.83
H: -7.85 -2.03 -2.58
H: -6.93 -0.56 -2.87
H: -6.92 -1.32 -1.27
H: -6.76 -4.31 -2.57
H: -6.15 -3.71 -1.03
H: -5.03 -4.41 -2.22
H: -3.30 -2.64 -3.78
H: -4.44 0.36 -2.00
H: -4.99 -0.10 -3.59
H: -2.75 -0.37 -4.41
H: -2.07 -0.40 -2.80
H: -0.79 1.46 -2.37
H: -0.38 3.89 -2.44
H: -3.99 4.42 -4.66
H: -4.40 1.99 -4.59
H: -4.10 -2.86 -0.52
H: -4.98 -1.33 -0.32
H: -1.43 -2.58 -0.92
H: -1.30 1.39 0.40

Values from the calculation:
- HOMO level (alpha / beta): -10.159 / -10.298 eV
- Charge: +1
- Multiplicity: 5
- Frontier orbital gap (alpha / beta): 7.710 / 7.845 eV
- Energy above the lowest of the compared OMol25 structures with the same formula, charge and spin: 32.1 kJ/mol
- E_tot: -6003.4305 Ha

***

Here is a structure of composition C39H34ClN3O3PPd in a non-equilibrium geometry from the Open Molecules 2025 dataset. Energies are from ωB97M-V/def2-TZVPD.

Positions of all 82 atoms, in Å:
Pd: 0.18 -0.82 -0.40
C: -1.41 -4.47 -3.12
C: -0.85 -3.47 -2.10
C: -0.20 -2.32 -2.86
C: -1.95 -2.93 -1.19
C: -2.75 -4.02 -0.46
O: -2.72 -3.61 0.92
C: -1.93 -2.57 1.06
N: -1.42 -2.12 -0.05
C: -1.79 -2.08 2.43
C: -2.59 -2.68 3.40
C: -2.55 -2.27 4.72
C: -1.72 -1.23 5.10
C: -0.92 -0.61 4.14
C: -0.95 -1.03 2.82
P: 0.27 -0.18 1.80
C: 1.91 -0.71 2.34
C: 2.64 -0.06 3.33
C: 3.87 -0.57 3.72
C: 4.37 -1.72 3.12
C: 3.63 -2.39 2.14
C: 2.41 -1.88 1.75
C: -0.11 1.56 1.91
C: -1.44 1.88 1.58
C: -1.85 3.20 1.60
C: -0.95 4.20 1.94
C: 0.37 3.89 2.27
C: 0.80 2.57 2.24
H: -0.62 -4.77 -3.81
H: -2.21 -4.02 -3.70
H: -1.78 -5.38 -2.65
H: -0.11 -3.97 -1.47
H: -0.86 -1.93 -3.63
H: 0.73 -2.64 -3.33
H: 0.03 -1.46 -2.18
H: -2.61 -2.30 -1.79
H: -2.29 -5.01 -0.53
H: -3.78 -4.10 -0.78
H: -3.26 -3.48 3.11
H: -3.17 -2.77 5.46
H: -1.69 -0.89 6.12
H: -0.27 0.21 4.44
H: 2.26 0.83 3.82
H: 4.44 -0.08 4.49
H: 5.33 -2.12 3.43
H: 4.02 -3.29 1.70
H: 1.82 -2.43 1.02
H: -2.14 1.09 1.35
H: -2.88 3.45 1.36
H: -1.27 5.24 1.97
H: 1.06 4.67 2.55
H: 1.82 2.34 2.49
O: 2.69 -1.01 -3.79
C: 2.42 -0.20 -2.97
O: 2.51 -0.61 -1.61
C: 1.20 1.85 -2.05
C: 1.03 3.32 -2.31
C: -0.17 3.89 -2.39
C: -1.38 3.13 -2.22
C: -2.65 3.68 -2.33
C: -3.78 2.90 -2.12
C: -3.66 1.54 -1.76
C: -2.43 0.97 -1.64
C: -1.24 1.73 -1.90
N: -0.06 1.14 -1.83
H: 1.95 3.87 -2.49
H: -0.26 4.95 -2.61
H: -2.75 4.72 -2.59
H: -4.76 3.34 -2.23
H: -4.55 0.96 -1.60
H: -2.32 -0.07 -1.37
Cl: 4.14 2.04 -4.78
C: 3.42 1.88 -3.27
C: 4.09 2.17 -2.08
C: 3.47 2.03 -0.87
C: 2.05 1.56 -0.77
N: 1.90 0.12 -0.66
C: 2.04 1.24 -3.20
H: 5.11 2.53 -2.13
H: 3.99 2.23 0.05
H: 1.55 2.00 0.09
H: 1.53 1.31 -4.16

Values from the calculation:
- HOMO level (alpha / beta): -15.526 / -17.255 eV
- Charge: +3
- Multiplicity: 5
- Frontier orbital gap (alpha / beta): 5.329 / 5.210 eV
- Energy above the lowest of the compared OMol25 structures with the same formula, charge and spin: 62.5 kJ/mol
- E_tot: -2824.8552 Ha

***

Here is a structure of composition C7H8NO4S2 in a non-equilibrium geometry from the Open Molecules 2025 dataset. Energies are from ωB97M-V/def2-TZVPD.

Positions of all 22 atoms, in Å:
C: -1.80 -1.49 1.26
C: -2.00 -0.32 0.57
C: -0.48 -1.90 1.52
C: -0.88 0.53 0.14
C: 0.61 -1.17 1.14
C: 0.40 0.02 0.42
C: 1.52 0.91 0.07
N: 1.23 2.21 -0.48
O: 2.06 0.84 -2.74
O: 3.80 1.81 0.78
O: 2.33 -1.35 -1.74
O: 3.51 -0.59 0.53
S: 2.76 -0.04 -1.37
S: 2.96 0.65 1.24
H: -2.54 -2.03 1.63
H: -2.92 0.15 0.61
H: -0.33 -2.79 1.99
H: -0.99 1.57 -0.27
H: 1.58 -1.62 1.04
H: 1.53 2.88 0.26
H: 1.93 2.28 -1.19
H: 1.17 0.37 -2.96

Values from the calculation:
- HOMO level: -3.979 eV
- Charge: -1
- Frontier orbital gap: 7.314 eV
- Energy above the lowest of the compared OMol25 structures with the same formula, charge and spin: 69.4 kJ/mol
- E_tot: -1423.6061 Ha